C62H53Cl4IO4P2PbSi | the ωB97M-V functional and the def2-TZVPD basis

Each line ends with the Löwdin charge.
Atoms and positions in Å:
C1 1.8617 -4.9959 -2.8594  -0.103
H1 -2.2639 -0.6213 6.1658  0.046
C2 1.5244 -2.6034 4.1929  -0.194
C3 -5.1884 -0.4537 -2.2150  -0.115
C4 0.6980 1.5201 -4.1009  -0.190
C5 -0.2099 -0.6462 -4.5151  -0.177
H2 -0.1756 -3.8319 6.5579  0.064
H3 -0.5132 4.8022 -3.0069  0.077
C6 1.6317 2.9160 -5.7995  -0.044
H4 -2.9537 -1.1399 4.6442  0.081
C7 1.4479 3.7202 -3.5621  -0.124
H5 -4.1694 1.4391 -2.1231  0.097
C8 0.5368 -0.0111 5.1072  -0.182
C9 4.2024 3.2463 -0.0751  -0.093
C10 -1.6881 3.1452 4.2968  -0.608
C11 -1.6355 3.6684 -0.0310  -0.098
H6 -1.9286 0.4343 -1.9322  0.065
C12 3.9407 0.8739 -0.3238  -0.085
Cl1 -2.0874 5.1946 6.0442  0.600
C13 -1.0514 2.4881 3.2514  -0.427
H7 1.7857 -2.9029 -2.3967  0.098
O1 -1.3885 1.2910 2.8586  -0.273
C14 -1.9524 -3.6690 4.5479  -0.111
H8 -2.4207 6.2642 -2.7462  0.093
C15 -5.0320 -1.8317 -2.1945  -0.104
H9 2.0072 0.2130 -0.9929  0.079
C16 -0.9026 -3.0318 6.7056  -0.105
C17 -1.2890 4.4237 4.7052  -0.724
C18 3.4256 -3.2674 2.8231  -0.093
C19 -0.2577 5.0624 4.0418  -0.725
C20 2.1419 -2.7497 2.9493  -0.133
C21 0.7713 0.6473 -6.4935  -0.435
H10 -3.6685 -3.4703 -2.0276  0.088
H11 2.6917 0.9171 -7.4931  0.075
H12 -0.2040 0.5545 -8.4420  0.069
H13 -1.9624 -3.4879 -4.3990  0.088
H14 -0.9967 1.6291 -7.2834  0.098
H15 1.6064 4.5043 -2.8314  0.100
H16 -1.9561 -4.9588 -2.3970  0.093
O2 0.6379 2.4578 1.6316  -0.290
P1 0.3534 2.3028 -1.3739  1.119
H17 1.7070 0.3925 3.3389  0.078
C22 -2.8056 -0.2037 -1.9915  -0.103
H18 2.3444 4.8413 -5.1614  0.094
H19 0.5038 2.1255 -8.0782  0.068
Cl2 1.6417 5.2369 2.0925  0.685
C23 2.6200 1.0667 -0.7130  -0.139
C24 -0.8350 -1.7345 -3.9148  -0.164
H20 -3.3503 4.4033 0.9992  0.108
C25 -1.4055 -2.4912 5.3646  -0.597
H21 4.3400 -0.1314 -0.2709  0.098
I1 -0.3425 -4.6492 0.8606  0.755
O3 0.2237 0.3408 -3.6341  0.004
C26 -2.2015 5.5460 -1.9650  -0.101
C27 0.0628 3.1177 2.5936  -0.463
C28 1.2123 -3.8139 -2.5349  -0.123
C29 -1.1008 4.7090 -2.1074  -0.093
H22 2.4885 4.4408 -0.5257  0.076
H23 -2.4797 -3.4955 -0.1136  -0.041
Pb1 -0.2166 0.1787 1.3496  1.417
C30 -2.6341 -1.5895 -1.9531  -0.370
H24 -3.8740 6.1094 -0.7415  0.093
H25 -1.7439 -3.4538 7.2703  0.075
H26 1.6383 -7.0927 -3.2899  0.086
C31 -3.0139 5.4592 -0.8472  -0.103
C32 -0.5495 -1.4927 -6.7137  -0.066
H27 -2.8018 -4.1207 5.0775  0.077
C33 1.8624 3.9169 -4.8692  -0.084
H28 0.5182 2.0591 7.8133  0.095
H29 -5.8985 -2.4775 -2.2792  0.090
Si1 -0.1003 -1.6202 4.3060  0.439
C34 -2.7247 4.5096 0.1217  -0.069
C35 2.1067 0.1134 -7.0390  -0.024
H30 1.5948 -2.4759 2.0531  0.046
H31 5.1349 -4.0518 3.8600  0.089
C36 -0.8824 -4.9503 -2.5556  -0.170
H32 -0.4350 -0.0414 7.0283  0.078
C37 -0.1699 -3.7700 -2.3713  -0.460
H33 1.8307 -2.9002 6.3041  0.086
C38 -2.5583 -1.5013 5.5954  -0.098
C39 -1.2744 -2.5430 -6.1785  -0.095
H34 -1.4694 2.9090 0.7129  0.062
C40 1.9541 1.9483 4.7563  -0.078
H35 -1.7087 -3.2931 -6.8300  0.088
C41 -0.7767 3.7636 -1.1328  -0.308
C42 4.7323 1.9629 0.0058  -0.101
H36 2.9412 -5.0070 -2.9554  0.091
Cl3 -3.0058 2.3303 5.0821  0.676
Cl4 0.2274 6.6626 4.5139  0.602
H37 -1.1974 -4.4428 4.3929  0.066
C43 -3.7668 -2.3907 -2.0561  -0.108
H38 -0.4000 -1.4342 -7.7856  0.095
C44 0.8297 2.5413 -3.1599  -0.250
H39 3.8698 -3.3686 1.8400  0.098
H40 -0.4345 -2.2679 7.3309  0.064
C45 1.1345 -6.1651 -3.0462  -0.118
C46 -0.0297 1.2782 -7.6454  -0.037
H41 4.0809 -3.8263 6.0920  0.089
H42 4.8128 4.1032 0.1836  0.096
H43 -6.1759 -0.0170 -2.3035  0.087
C47 0.2464 0.4890 6.3752  -0.095
H44 -3.3704 -2.0043 6.1366  0.077
C48 2.8906 3.4391 -0.4735  -0.124
H45 5.7574 1.8165 0.3235  0.092
C49 -0.0179 -0.5046 -5.8874  -0.117
C50 -1.4056 -2.6441 -4.7983  -0.108
H46 2.0253 3.3791 6.3588  0.100
C51 4.1299 -3.6568 3.9512  -0.114
C52 -4.0659 0.3605 -2.1111  -0.087
H47 -0.8257 -7.0397 -3.0295  0.092
C53 1.0370 1.7110 -5.4409  -0.096
H48 -2.2914 -3.3478 3.5630  0.063
C54 -0.2449 -6.1337 -2.9002  -0.112
C55 2.0858 2.3511 -0.7824  -0.388
C56 2.2569 -3.0093 5.3146  -0.097
C57 1.6303 2.4293 6.0191  -0.091
H49 2.6076 2.5138 4.1028  0.111
C58 1.4223 0.7450 4.3279  -0.114
C59 -1.4793 -3.0685 -0.0621  -0.771
H50 1.9313 3.0712 -6.8291  0.101
C60 0.7836 1.6908 6.8290  -0.092
O4 -0.7092 -1.3264 2.8480  -0.523
C61 3.5370 -3.5310 5.2019  -0.108
H51 2.6955 -0.3260 -6.2330  0.096
P2 -0.8668 -2.1474 -1.8064  0.935
C62 0.3940 4.4171 2.9831  -0.608
H52 1.9297 -0.6573 -7.7916  0.078
H53 -1.5029 -2.3130 0.7271  -0.089

Properties
E_tot	-5999.032974	hartree
energy above the lowest of the compared OMol25 structures with the same formula, charge and spin	46.2	kcal per mole
net charge	-2
frontier orbital gap	6.087	eV
E_HOMO	-2.29	eV
maximum force	0.0184	hartree/bohr